# C17H24N6O3

An isolated molecule of C17H24N6O3 at a distorted geometry (the ωB97M-V functional and the def2-TZVPD basis, OMol25).

## Properties
Orbital gap = 8.76 eV
Energy relative to the best compared isomer or geometry (same formula, charge and spin) = 0.262 eV
SMILES string = [H]/N=C(/N)NCCC[C@H](NC(=O)[C@@H](N)Cc1c[nH]c2ccccc12)C(=O)O

The geometry in XYZ format:
```
50
C17H24N6O3 (the ωB97M-V functional and the def2-TZVPD basis)
H 2.84178 4.41129 0.73467
N 2.00955 4.53209 0.20218
C 1.63877 3.42938 -0.32280
N 0.55666 3.49604 -1.18538
N 2.17593 2.14528 -0.15238
C 3.46930 1.98770 0.43389
C 3.69828 0.50677 0.68014
C 3.90388 -0.37379 -0.57482
C 3.28106 -1.78312 -0.59172
N 1.88314 -1.76968 -0.16591
C 0.92222 -1.01903 -0.72053
O 1.13581 -0.28823 -1.70455
C -0.48434 -1.02570 -0.08414
N -0.52446 -1.60781 1.24907
C -1.19934 0.31244 -0.11957
C -2.59659 0.35069 0.41846
C -3.05359 0.92713 1.56363
N -4.42546 0.66262 1.74611
C -4.83115 -0.13723 0.64551
C -6.07753 -0.75025 0.43720
C -6.20883 -1.45315 -0.74385
C -5.16333 -1.62006 -1.67667
C -3.92657 -1.08964 -1.37162
C -3.73197 -0.32856 -0.18209
C 4.00537 -2.74611 0.27950
O 3.57264 -3.40434 1.21066
O 5.31641 -2.85467 -0.09916
H 0.14096 4.41926 -1.22405
H -0.03023 2.69128 -1.17735
H 1.87275 1.49980 -0.89254
H 3.49381 2.48547 1.42331
H 4.25404 2.45510 -0.22185
H 4.63014 0.33833 1.30106
H 2.84804 0.11781 1.27618
H 3.55886 0.17073 -1.44673
H 5.01118 -0.45038 -0.77043
H 3.39327 -2.19399 -1.61637
H 1.58740 -2.26880 0.65442
H -1.07883 -1.70511 -0.73065
H -0.21508 -0.94019 1.96153
H -1.47938 -1.93450 1.48136
H -1.19344 0.64092 -1.18012
H -0.61426 1.05831 0.44928
H -2.53426 1.45130 2.33108
H -4.98746 0.89181 2.55576
H -6.97722 -0.51852 1.05708
H -7.15111 -1.85747 -0.98680
H -5.34471 -2.14700 -2.59658
H -3.12014 -1.21284 -2.07506
H 5.74803 -3.50139 0.52162
```

=====

# C17H25AlN4O5S2

A structure of composition C17H25AlN4O5S2 (the ωB97M-V functional and the def2-TZVPD basis, OMol25).

## Properties
Net charge = +2
Orbital gap = 8.11 eV

The geometry in XYZ format:
```
54
C17H25AlN4O5S2 (the ωB97M-V functional and the def2-TZVPD basis)
Al 0.15259 0.16153 -0.43907
C 3.75468 -0.89960 1.81845
N 2.56395 -1.61897 2.27977
C 2.80625 -2.64231 3.29149
C 1.40038 -1.41745 1.71662
O 1.26970 -0.58902 0.77518
C 0.16470 -2.17356 2.19730
O -0.96440 -1.81128 1.44218
C -1.95111 -1.03107 2.06624
C -1.78507 0.45030 1.73863
O -0.93506 0.78822 0.86912
N -2.50570 1.34428 2.37037
C -3.55304 1.00797 3.33038
C -2.33560 2.77789 2.11978
H 4.31798 -0.55819 2.68432
H 3.47046 -0.04890 1.21050
H 4.38742 -1.56294 1.22737
H 3.40122 -2.21863 4.09764
H 3.36916 -3.46405 2.84670
H 1.88208 -3.02993 3.70895
H 0.00957 -1.99830 3.26544
H 0.32627 -3.24263 2.04488
H -1.95371 -1.18424 3.14798
H -2.90987 -1.36386 1.66133
H -3.78204 -0.05326 3.32240
H -4.45390 1.55753 3.06193
H -3.26001 1.30594 4.33703
H -1.50172 2.94747 1.44964
H -2.15367 3.28739 3.06522
H -3.24302 3.18558 1.67479
S 1.96598 0.71871 -1.81732
C 0.67593 1.69081 -2.36002
N -0.44385 1.61287 -1.65570
C -1.46166 2.38963 -2.19188
C -2.76081 2.52146 -1.71045
C -3.63336 3.36358 -2.37412
C -3.22954 4.06978 -3.50777
C -1.94473 3.93979 -4.00383
C -1.07038 3.09372 -3.33763
S 0.60125 2.73556 -3.72236
H -3.06667 1.95463 -0.84034
H -4.64569 3.48194 -2.01112
H -3.92840 4.72571 -4.00843
H -1.63080 4.48011 -4.88687
N -2.22600 -3.42630 -3.59487
C -1.02469 -2.67776 -3.14103
C -1.46649 -1.92225 -1.86217
O -2.61356 -2.12757 -1.47790
O -0.60371 -1.16097 -1.34542
H -2.09379 -4.43332 -3.63930
H -2.59218 -3.10913 -4.48924
H -2.90608 -3.17275 -2.80583
H -0.67659 -1.96957 -3.88824
H -0.20511 -3.34887 -2.89694
```

=====

# C17H25BeF3NO14

A structure of composition C17H25BeF3NO14 at a distorted geometry (the ωB97M-V functional and the def2-TZVPD basis, OMol25).

## Properties
Net charge = -1
Orbital gap = 5.01 eV
Energy relative to the best compared isomer or geometry (same formula, charge and spin) = 0.861 eV

The geometry in XYZ format:
```
61
C17H25BeF3NO14 (the ωB97M-V functional and the def2-TZVPD basis)
Be -0.82705 1.05414 0.48295
C -3.89065 0.62970 -0.59809
O -3.02636 -0.52224 -0.80251
O -3.25836 1.41790 0.30668
C -4.20029 1.17595 -2.00811
F -5.24394 2.00869 -1.95415
F -3.17589 1.85994 -2.58058
F -4.53450 0.20651 -2.89019
C -3.65855 -1.78709 -0.73718
C -2.43720 -2.74814 -0.62592
H -2.63700 -3.81210 -0.74493
H -1.68465 -2.35899 -1.31409
H -1.97352 -2.56144 0.34476
H -4.15073 -2.06207 -1.67387
H -4.29877 -2.04867 0.10670
H -4.84730 0.33008 -0.15527
N -0.89611 4.58233 1.31852
O -0.25605 5.59772 0.95211
O -1.61865 4.53358 2.32930
O -0.75189 3.54899 0.63808
O -1.24473 1.77889 2.83513
C -1.92171 1.42039 3.96776
O -2.36408 0.24015 4.05738
O -1.96816 2.25007 4.89113
H -1.30132 2.75195 2.94963
O -0.40796 -1.09046 1.66762
C 0.42366 -1.74905 2.24590
O 1.44624 -1.16825 2.84228
C 2.11568 -2.18579 3.61739
C 1.86392 -3.52391 2.93090
C 0.46263 -3.27377 2.38466
H 1.75519 -2.18304 4.64531
H 3.18646 -1.98463 3.60293
H 1.99741 -4.35571 3.62155
H 2.56610 -3.70872 2.11738
H -0.35932 -3.66944 2.97616
H 0.44956 -3.60359 1.34534
O 1.36356 1.74725 0.85092
C 2.55498 1.90682 0.68134
O 3.33411 1.36496 1.62120
C 4.71380 1.54246 1.30225
C 4.74446 2.37964 0.03099
C 3.33253 2.33756 -0.49297
H 5.19917 0.56161 1.29000
H 5.24541 1.90715 2.18478
H 5.46675 1.95430 -0.66612
H 5.09071 3.39137 0.24062
H 3.18575 1.58380 -1.27135
H 2.96818 3.22236 -1.01317
O 0.04148 -0.17531 -1.45148
C 0.12741 -0.58556 -2.57652
O 0.83822 -1.66430 -2.93280
C 0.90753 -1.82317 -4.34804
C 0.53074 -0.41830 -4.85570
C -0.49496 0.01151 -3.85357
H 0.11138 -2.49643 -4.66664
H 1.86579 -2.07814 -4.79499
H 0.24906 -0.53801 -5.90440
H 1.33879 0.31175 -4.92439
H -1.44968 -0.51979 -3.81230
H -0.59727 1.08657 -3.73032
```

=====

# C17H25ClN2Re

A structure of composition C17H25ClN2Re at a distorted geometry (the ωB97M-V functional and the def2-TZVPD basis, OMol25).

## Properties
Net charge = +2
2S+1 = 4
Orbital gap (spin up / spin down) = 6.56 / 5.42 eV
Energy relative to the best compared isomer or geometry (same formula, charge and spin) = 0.132 eV

The geometry in XYZ format:
```
46
C17H25ClN2Re (the ωB97M-V functional and the def2-TZVPD basis)
C 6.72271 0.50281 0.04666
C 7.17572 1.09546 -1.29504
C 7.17999 1.40728 1.19954
C 7.31232 -0.90391 0.21995
Cl 4.92565 0.39348 0.06557
H 8.27682 1.48659 1.20408
H 6.86645 0.99922 2.16737
H 6.76829 2.41766 1.09394
H 8.27256 1.17200 -1.32139
H 6.76318 2.10036 -1.44160
H 6.86145 0.46064 -2.13160
H 8.41098 -0.85499 0.21344
H 6.99881 -1.56494 -0.59634
H 6.99927 -1.34769 1.17206
C -1.34848 2.02971 -0.42311
C -0.64375 2.13123 0.84203
C 0.74579 1.81396 0.57686
H -1.09479 2.40783 1.79567
C 0.89604 1.54040 -0.82363
C -0.38981 1.65351 -1.44314
H -0.60814 1.52865 -2.50210
H -2.39813 2.26871 -0.58296
H 1.56027 1.88900 1.28405
H 1.83570 1.37818 -1.33218
C -0.29259 -2.12514 0.66333
C -1.22690 -1.52671 1.59237
C -0.52573 -0.50633 2.33091
H -2.26109 -1.81436 1.75563
C 0.84125 -0.49121 1.85620
C 0.98799 -1.49270 0.83988
H 1.90146 -1.74482 0.32597
H -0.52134 -2.93098 -0.02321
H -0.96432 0.10405 3.11897
H 1.64362 0.09731 2.28409
Re -0.47623 0.05652 0.25342
C -5.58001 0.46003 -1.05208
N -4.67185 -0.68341 -0.82063
C -5.29084 -1.96204 -0.41477
C -3.39448 -0.50999 -0.66649
N -2.22715 -0.47481 -0.67573
H -6.59753 0.05682 -1.07755
H -5.33430 0.93869 -2.01067
H -5.48307 1.21224 -0.25468
H -4.87788 -2.77840 -1.02345
H -5.07222 -2.19143 0.64088
H -6.36970 -1.86259 -0.57633
```